[1]
{"formula": "C18H15AsF2N4STl", "method": "ωB97M-V with the def2-TZVPD basis set", "total_energy_ev": -106664.662, "relative_energy_ev": 0.000, "orbital_gap_ev": 7.0, "total_charge": 1, "species": ["Tl", "F", "C", "C", "C", "C", "C", "F", "C", "C", "C", "C", "C", "C", "N", "H", "H", "H", "H", "H", "H", "N", "C", "C", "C", "N", "C", "N", "C", "As", "C", "C", "S", "H", "H", "H", "H", "H", "H", "H", "H", "H"], "positions_angstrom": [[-0.523, -1.756, 2.921], [3.992, 0.038, 0.731], [2.882, 0.774, 0.662], [1.700, 0.210, 1.063], [0.519, 0.970, 0.975], [0.594, 2.308, 0.531], [1.829, 2.774, 0.049], [1.871, 3.951, -0.552], [2.982, 2.047, 0.120], [-1.836, 2.310, 0.449], [-3.024, 2.807, -0.091], [-4.160, 2.039, -0.137], [-4.102, 0.739, 0.357], [-2.920, 0.251, 0.826], [-1.787, 1.010, 0.863], [1.686, -0.824, 1.372], [3.922, 2.445, -0.242], [-3.035, 3.816, -0.474], [-5.078, 2.439, -0.548], [-4.968, 0.090, 0.349], [-2.792, -0.767, 1.148], [-0.664, 0.377, 1.320], [-0.615, 3.096, 0.644], [-0.651, 4.402, 1.010], [0.531, 5.091, 1.469], [1.457, 5.624, 1.898], [-1.879, 5.147, 1.156], [-2.859, 5.741, 1.273], [2.666, -3.303, -0.679], [0.862, -3.868, -0.976], [0.904, -5.783, -0.992], [0.408, -3.328, -2.757], [-0.587, -3.159, 0.377], [3.301, -3.831, -1.391], [2.963, -3.552, 0.334], [2.744, -2.232, -0.835], [1.498, -6.132, -1.835], [-0.116, -6.141, -1.077], [1.334, -6.136, -0.060], [1.166, -3.681, -3.457], [0.340, -2.246, -2.790], [-0.556, -3.761, -3.001]], "atomic_forces_ev_per_a": [[0.1, 0.0, -0.1], [0.1, -0.1, 0.0], [-0.1, 0.0, 0.0], [-0.1, 0.0, 0.0], [-0.2, 0.1, -0.1], [0.0, -0.1, 0.0], [-0.1, -0.1, 0.1], [-0.1, 0.3, -0.1], [0.2, 0.1, 0.0], [0.0, -0.1, 0.1], [0.1, 0.1, -0.1], [-0.1, 0.0, 0.0], [-0.1, 0.0, 0.0], [0.2, 0.0, 0.0], [0.1, 0.0, 0.0], [0.0, -0.1, 0.0], [-0.1, -0.1, 0.0], [0.0, 0.0, 0.0], [0.1, 0.0, 0.0], [0.1, 0.0, 0.0], [0.1, -0.1, 0.0], [-0.1, 0.1, 0.0], [0.0, -0.1, -0.1], [0.0, 0.5, 0.3], [0.0, 0.0, 0.0], [-0.3, -0.2, -0.2], [0.0, 0.0, 0.0], [0.3, -0.2, 0.0], [0.1, 0.0, 0.0], [-0.1, -0.1, -0.1], [0.1, 0.0, 0.0], [0.1, 0.0, -0.1], [-0.1, 0.1, 0.1], [0.0, 0.1, 0.0], [0.0, 0.0, 0.1], [0.0, 0.1, 0.0], [0.0, 0.0, 0.0], [-0.1, -0.1, 0.0], [0.0, 0.0, 0.1], [0.0, 0.0, 0.0], [0.0, 0.1, 0.0], [-0.1, 0.0, -0.1]]}

---

[2]
{"formula": "C18H15Br2LiN3", "method": "ωB97M-V with the def2-TZVPD basis set", "total_energy_ev": -163661.405, "orbital_gap_ev": 6.0, "total_charge": 1, "species": ["Li", "C", "C", "C", "C", "C", "Br", "N", "C", "H", "H", "H", "H", "H", "H", "Br", "C", "C", "C", "C", "C", "C", "N", "C", "C", "C", "C", "C", "C", "N", "H", "H", "H", "H", "H", "H", "H", "H", "H"], "positions_angstrom": [[0.077, 0.277, 0.778], [-1.250, -2.991, -3.689], [-1.875, -1.935, -2.813], [-3.213, -1.927, -2.639], [-4.115, -1.487, -0.310], [-2.683, -1.252, 0.038], [-1.810, 1.303, 1.718], [-0.856, -0.215, -1.239], [-0.805, -1.049, -2.215], [-2.006, -3.616, -4.158], [-0.584, -3.633, -3.109], [-0.651, -2.530, -4.478], [-3.778, -2.699, -3.150], [-4.785, -0.834, 0.261], [0.189, -1.177, -2.634], [5.759, -2.875, 3.199], [4.020, -2.536, 2.567], [3.816, -1.548, 1.616], [2.530, -1.304, 1.168], [1.450, -2.041, 1.644], [1.671, -3.019, 2.610], [2.951, -3.267, 3.069], [0.172, -1.709, 1.115], [-0.763, -2.576, 1.107], [-2.116, -2.325, 0.629], [-3.185, -3.337, 0.709], [-4.306, -2.910, 0.107], [-4.084, -0.987, -1.785], [-3.105, 0.119, -1.691], [-2.220, -0.234, -0.819], [4.650, -0.979, 1.233], [2.381, -0.550, 0.401], [0.850, -3.570, 3.051], [3.121, -4.017, 3.828], [-0.592, -3.588, 1.476], [-3.056, -4.293, 1.197], [-5.253, -3.425, 0.080], [-5.045, -0.776, -2.243], [-2.879, 0.879, -2.426]], "atomic_forces_ev_per_a": [[-0.2, 0.2, 0.1], [0.0, 0.0, 0.0], [0.0, 0.0, 0.0], [0.0, 0.0, 0.0], [0.0, 0.0, -0.1], [0.1, -0.1, -0.1], [0.2, -0.1, -0.1], [0.0, -0.1, 0.0], [0.0, 0.0, 0.0], [0.0, 0.0, 0.0], [0.0, 0.0, 0.0], [0.0, 0.0, 0.0], [0.0, 0.0, 0.0], [0.0, 0.0, 0.0], [0.0, 0.0, 0.0], [0.0, 0.0, 0.0], [0.0, 0.0, 0.0], [0.0, 0.0, 0.0], [0.1, 0.0, -0.1], [0.0, -0.1, -0.1], [-0.1, 0.0, 0.1], [0.0, 0.0, 0.0], [0.0, 0.0, 0.1], [0.0, -0.1, -0.1], [0.0, 0.1, 0.1], [0.0, 0.0, 0.0], [0.0, 0.0, 0.0], [0.0, 0.0, 0.0], [0.0, 0.0, 0.0], [0.1, 0.0, 0.1], [0.0, 0.0, 0.0], [0.0, 0.0, 0.0], [0.0, 0.0, 0.0], [0.0, 0.0, 0.0], [0.0, 0.0, 0.0], [0.0, 0.0, 0.0], [0.0, 0.0, 0.0], [0.0, 0.0, 0.0], [0.0, 0.0, 0.0]]}

---

[3]
{"formula": "C18H15Cl2N3O5", "method": "ωB97M-V with the def2-TZVPD basis set", "total_energy_ev": -58657.167, "relative_energy_ev": 1.976, "orbital_gap_ev": 8.9, "total_charge": 0, "species": ["C", "O", "C", "N", "C", "C", "C", "O", "N", "C", "C", "Cl", "C", "N", "O", "C", "C", "Cl", "C", "C", "C", "C", "C", "C", "O", "C", "O", "C", "H", "H", "H", "H", "H", "H", "H", "H", "H", "H", "H", "H", "H", "H", "H"], "positions_angstrom": [[1.651, 4.691, -2.011], [0.461, 3.831, -1.817], [0.686, 2.571, -1.388], [1.937, 2.119, -1.460], [2.230, 0.855, -1.148], [1.228, -0.050, -0.661], [1.517, -1.488, -0.224], [0.660, -2.279, 0.243], [2.833, -1.930, -0.186], [3.217, -2.839, 0.775], [3.160, -4.158, 0.576], [2.665, -4.911, -0.888], [3.455, -4.964, 1.724], [3.829, -4.497, 2.860], [4.130, -5.197, 3.797], [3.921, -3.178, 3.025], [3.491, -2.325, 2.018], [3.294, -0.706, 2.364], [-0.125, 0.388, -0.643], [-1.401, -0.060, -0.167], [-2.299, 0.995, -0.261], [-3.787, 0.815, 0.111], [-4.386, 2.139, 0.495], [-5.730, 2.002, -0.288], [-5.533, 1.032, -1.330], [-4.426, 0.215, -1.107], [-1.703, 2.099, -0.773], [-0.370, 1.734, -1.024], [1.396, 5.707, -2.220], [1.983, 4.184, -2.884], [2.384, 4.668, -1.126], [3.272, 0.603, -1.417], [3.448, -1.224, -0.389], [3.618, -5.949, 1.588], [4.067, -2.982, 4.102], [-1.587, -1.079, 0.317], [-3.826, 0.055, 0.924], [-4.523, 2.231, 1.602], [-3.860, 3.016, 0.102], [-6.537, 1.514, 0.383], [-6.055, 2.968, -0.613], [-3.734, 0.223, -1.943], [-4.654, -0.840, -1.041]], "atomic_forces_ev_per_a": [[0.3, -1.9, 1.2], [-0.3, 0.9, 1.5], [0.5, 0.6, -0.9], [-0.3, -0.2, 0.0], [-1.6, -0.7, 0.2], [1.0, -1.1, -0.8], [-1.7, -1.5, 1.6], [1.2, 2.3, -1.3], [-2.2, 0.4, -1.6], [-0.8, 1.6, -0.9], [0.3, -2.6, 2.1], [0.3, 0.2, 0.3], [-1.0, 1.2, -4.9], [0.3, 2.3, -0.4], [1.0, -3.1, 3.2], [-1.2, 2.5, 0.9], [1.4, -1.9, 2.2], [0.0, 1.5, 0.3], [0.0, 1.9, 0.1], [-0.6, -1.1, 1.0], [1.2, -2.8, 1.0], [3.9, -0.3, 0.8], [-1.9, -0.1, -0.2], [-0.8, -2.0, 2.2], [-1.0, 1.2, -0.9], [-0.1, 0.7, -0.5], [0.6, -0.2, -0.4], [-0.3, -0.4, 0.7], [-0.9, 0.4, 0.0], [1.6, 0.4, -0.7], [-1.2, -0.3, -1.4], [-0.6, -0.2, 0.7], [2.0, 1.7, -0.5], [0.0, -3.3, -0.2], [0.2, 0.6, -1.0], [0.2, 1.8, -1.0], [0.2, 0.8, -0.3], [0.1, 0.0, -1.0], [0.2, -0.4, 0.2], [1.0, 1.1, -0.7], [-0.4, 0.2, -0.8], [0.0, 0.5, -0.5], [-0.6, -0.3, 0.6]]}

---

[4]
{"formula": "C18H15ClN2O2", "method": "ωB97M-V with the def2-TZVPD basis set", "total_energy_ev": -38506.019, "relative_energy_ev": 0.955, "orbital_gap_ev": 7.5, "total_charge": 0, "species": ["O", "C", "N", "C", "C", "C", "C", "C", "C", "C", "C", "Cl", "C", "C", "C", "C", "C", "C", "C", "C", "C", "N", "O", "H", "H", "H", "H", "H", "H", "H", "H", "H", "H", "H", "H", "H", "H", "H"], "positions_angstrom": [[-5.168, -0.150, -1.947], [-4.021, 0.044, -1.552], [-3.255, -1.054, -1.269], [-2.018, -0.698, -0.766], [-1.988, 0.674, -0.617], [-0.859, 1.339, -0.089], [0.276, 0.617, 0.221], [1.442, 1.374, 0.677], [2.040, 1.138, 1.940], [3.113, 1.870, 2.390], [3.572, 2.951, 1.633], [4.842, 4.005, 2.223], [2.954, 3.312, 0.407], [1.893, 2.500, -0.068], [0.281, -0.813, 0.027], [-0.888, -1.453, -0.394], [-0.941, -2.973, -0.443], [0.437, -3.643, -0.417], [1.380, -3.010, 0.570], [1.605, -1.562, 0.138], [-3.225, 1.205, -1.152], [-3.393, 2.515, -1.225], [-4.621, 2.927, -1.750], [-3.528, -2.021, -1.375], [-0.879, 2.438, -0.004], [1.661, 0.289, 2.524], [3.579, 1.665, 3.362], [3.277, 4.155, -0.209], [1.402, 2.750, -1.020], [-1.515, -3.341, -1.318], [-1.512, -3.347, 0.417], [0.850, -3.635, -1.439], [0.293, -4.705, -0.094], [2.351, -3.556, 0.555], [0.970, -3.052, 1.549], [2.291, -1.074, 0.855], [2.099, -1.557, -0.845], [-4.798, 3.875, -1.495]], "atomic_forces_ev_per_a": [[1.0, 1.5, 0.1], [-3.4, -2.4, -0.6], [1.4, -1.2, 0.2], [1.5, 0.5, 1.1], [1.4, 0.8, 0.3], [-1.1, 0.1, -0.7], [-0.5, -1.2, -0.4], [1.1, 1.5, 0.6], [-0.6, -0.9, -1.0], [0.7, 0.8, 0.4], [-0.7, 0.7, -1.1], [-0.2, -0.4, 0.0], [-0.4, -1.3, 0.4], [0.4, -0.2, 0.7], [0.1, 1.5, 0.0], [-0.2, -0.8, -0.3], [-0.2, -0.2, -0.2], [-0.7, -1.4, -0.1], [1.2, 0.3, -1.5], [-0.1, 0.0, 0.8], [0.1, 4.1, -0.2], [-0.9, -1.6, 0.3], [0.1, 0.0, 0.3], [-0.4, 0.5, -0.2], [0.0, -0.7, 0.1], [0.2, 0.5, -0.1], [-0.2, 0.1, -0.5], [0.0, -0.3, 0.5], [0.3, -0.2, 0.5], [0.3, 0.3, 0.2], [0.0, 0.2, 0.1], [0.1, -0.1, 0.4], [0.1, 0.6, -0.6], [-0.6, 0.3, 0.2], [-0.3, 0.0, 1.0], [-0.4, -0.1, -0.5], [-0.1, 0.1, 0.2], [1.1, -1.4, -0.2]]}